No. 1
Density functional theory data (the ωB97M-V functional and the def2-TZVPD basis) for a 2-piece molecular cluster, C4H12OS2 overall.

The value obtained for the HOMO energy is -8.50 eV. The frontier orbital gap is 9.2 eV. As for the LUMO energy: 0.673 eV. As for the SMILES: CCSSCC.O. The calculation puts the energy above the lowest of the compared OMol25 structures with the same formula, charge and spin at 95.3 kJ/mol.

Last column: natural (NBO) charge in e.
Element x y z (Å)
C 0.7491 0.3322 -2.1875  -0.636
C -0.6976 0.6825 -2.7277  -0.441
S -1.7470 1.2870 -1.1304  0.004
S -1.9024 -0.4587 -0.0839  0.053
C -0.5371 -0.2349 1.1548  -0.519
C -0.4920 -1.5154 1.8936  -0.649
H 1.4382 -0.0580 -2.9558  0.211
H 0.7037 -0.4738 -1.4557  0.206
H 1.2039 1.2481 -1.7678  0.220
H -1.2835 -0.1803 -3.1411  0.221
H -0.6585 1.5657 -3.3700  0.212
H 0.3159 -0.1310 0.4695  0.225
H -0.8274 0.6596 1.7045  0.238
H 0.3695 -1.6964 2.5247  0.212
H -0.5326 -2.3586 1.1364  0.218
H -1.5199 -1.8009 2.4497  0.220
H 1.6534 0.2413 2.3838  0.476
H 2.0670 1.7142 2.9007  0.482
O 1.6972 1.1775 2.2020  -0.955

Atomic forces in eV per Å
C -0.7318 0.2560 -0.8651
C 0.2568 -0.3021 2.2798
S 0.7290 -0.7434 -1.8040
S -0.0359 0.3842 0.0435
C -0.9123 0.2507 -1.6962
C -2.7571 -2.9820 0.3558
H -0.4353 0.2963 -0.1029
H -0.1431 0.2132 0.1558
H -0.2547 -0.5632 -0.0081
H 0.7200 0.9519 0.2695
H -0.2587 -0.2875 -0.0393
H -0.0177 0.4516 0.9270
H 0.6270 -0.1500 0.0596
H 0.0119 0.1376 0.3308
H 0.5830 0.8095 0.6361
H 2.3742 1.1441 -0.6847
H 0.3206 0.0063 0.6953
H 0.1715 -0.5344 0.4579
O -0.2471 0.6614 -1.0109


No. 2
Density functional theory data (the ωB97M-V functional and the def2-TZVPD basis) for one molecule with the formula C3H3NO3.

The value obtained for the HOMO energy is -9.54 eV. The frontier orbital gap is 10.0 eV. As for the LUMO energy: 0.475 eV. As for the SMILES: Oc1cc(O)on1. The calculation puts the energy above the lowest of the compared OMol25 structures with the same formula, charge and spin at 315.5 kJ/mol.

Last column: natural (NBO) charge in e.
Element x y z (Å)
C 0.9952 -0.2847 0.0337  0.440
C -0.0412 0.5681 -0.3388  -0.468
C -1.0969 -0.1890 0.0447  0.609
H 3.0152 -0.1626 0.0927  0.492
H 0.1109 1.6403 -0.7118  0.259
H -2.8579 0.7807 -0.3311  0.513
N 0.7123 -1.3854 0.5747  -0.191
O 2.2314 0.3790 0.0189  -0.691
O -2.4575 -0.0403 -0.0840  -0.681
O -0.6115 -1.3060 0.7011  -0.282

Atomic forces in eV per Å
C 4.3653 3.9602 -0.3622
C -0.9411 1.4638 -0.5909
C -0.9690 0.9752 0.1167
H 0.0019 -0.6885 0.1648
H -0.6031 -2.1443 0.4703
H 0.6983 1.0374 -0.2228
N 1.4750 -0.8588 0.8910
O -0.8854 -0.8475 -0.5081
O 1.5973 -2.6573 1.1929
O -4.7390 -0.2403 -1.1517


No. 3
Density functional theory data (the ωB97M-V functional and the def2-TZVPD basis) for C34H36IrN8O3P as an isolated structure.

The value obtained for the HOMO energy (alpha / beta) is -14.95 / -14.95 eV. The frontier orbital gap (alpha / beta) is 5.9 / 2.6 eV. As for the LUMO energy (alpha / beta): -9.050 / -12.352 eV. The spin multiplicity is 2. The calculation puts the energy above the lowest of the compared OMol25 structures with the same formula, charge and spin at 177.5 kJ/mol. As for the charge: +3.

Last column: Mulliken charge in e.
Element x y z (Å)
Ir 0.0757 -0.0046 0.0140  1.822
N 0.0066 -10.0184 -3.1123  -0.229
C 0.0256 -8.9144 -2.7623  -0.262
C 0.0365 -7.5715 -2.3250  0.734
C 0.5383 -6.5569 -3.1788  -0.810
C 0.5145 -5.2565 -2.7570  -0.147
C 0.0241 -4.9275 -1.4700  -0.632
C -0.4578 -5.9507 -0.6193  -0.298
C -0.4670 -7.2525 -1.0378  -0.774
C 0.0151 -3.5129 -1.0289  1.878
C 0.7677 -3.1793 0.0979  0.310
C 1.5686 -4.0779 0.8643  -1.153
C 2.1339 -3.3584 1.8861  -1.306
C 1.6803 -2.0350 1.7200  -0.080
N 0.8728 -1.9157 0.6675  0.452
C -0.7703 -2.6308 -1.7635  -0.048
C -1.6734 -2.9887 -2.8141  -1.080
C -2.2942 -1.8389 -3.2194  -1.394
C -1.7558 -0.8039 -2.4192  -0.339
N -0.8660 -1.2655 -1.5473  0.416
H 0.9308 -6.8101 -4.1542  0.519
H 0.8969 -4.4745 -3.3984  0.607
H -0.8510 -5.6989 0.3560  0.619
H -0.8559 -8.0334 -0.3983  0.522
H 1.6994 -5.1266 0.6552  0.553
H 2.7921 -3.7076 2.6633  0.523
H 1.9329 -1.1910 2.3438  0.188
H -1.8365 -3.9877 -3.1849  0.539
H -3.0454 -1.7168 -3.9812  0.514
H -2.0136 0.2404 -2.4833  0.524
O -0.7490 6.0332 -3.4804  -0.510
C -1.8662 5.5015 -2.8211  -0.590
C -1.4905 4.1905 -2.2052  -0.183
C -2.3644 3.5021 -1.3615  -1.158
C -1.9483 2.3126 -0.8047  -0.459
N -0.7525 1.7736 -1.0650  0.494
C 0.0862 2.4019 -1.8955  0.587
C -0.2486 3.6197 -2.4637  -0.432
C 1.3650 1.7196 -2.1288  0.091
C 2.2149 2.0467 -3.1675  -0.435
C 3.4423 1.3993 -3.2945  0.216
C 4.3702 1.7827 -4.4068  -0.734
O 3.6175 2.3694 -5.4359  -0.507
C 3.7645 0.4155 -2.3634  -0.884
C 2.8486 0.1075 -1.3792  -0.493
N 1.6821 0.7446 -1.2614  -0.095
H -0.9730 6.8752 -3.8898  0.343
H -2.7025 5.3292 -3.5122  0.374
H -2.2347 6.1773 -2.0393  0.376
H -3.3504 3.8851 -1.1352  0.544
H -2.5806 1.7579 -0.1231  0.308
H 0.4416 4.1478 -3.1043  0.654
H 1.9448 2.7828 -3.9102  0.642
H 4.9304 0.9055 -4.7481  0.383
H 5.1027 2.4907 -3.9928  0.330
H 4.1988 2.6862 -6.1350  0.332
H 4.7025 -0.1197 -2.4146  0.511
H 3.0458 -0.6777 -0.6616  0.548
O -2.0221 -0.4433 1.2166  -0.512
H -2.8088 -0.6327 0.6867  0.268
H -1.9504 -1.1633 1.8589  0.258
C 1.8080 3.9542 3.3538  -0.842
N 0.6347 4.2056 2.5245  0.160
C -0.5693 4.1834 3.3502  -0.898
N -0.6913 2.8913 4.0194  0.231
C 0.4845 2.6402 4.8491  -0.887
N 1.6757 2.6550 4.0052  0.165
C 1.7826 1.5405 3.1195  -1.364
P 0.3632 1.5395 1.8571  1.718
C 0.5581 3.3558 1.3728  -1.179
C -1.0098 1.8167 3.1268  -1.276
H 1.8835 4.7276 4.1167  0.322
H 2.7101 3.9737 2.7409  0.371
H -1.4505 4.3557 2.7298  0.350
H -0.5007 4.9725 4.0978  0.290
H 0.3894 1.6778 5.3535  0.351
H 0.5741 3.4255 5.5981  0.303
H 1.7391 0.6058 3.6844  0.514
H 2.7278 1.5792 2.5723  0.467
H -0.2912 3.6514 0.7523  0.395
H 1.4687 3.4579 0.7754  0.530
H -1.1570 0.8954 3.6950  0.476
H -1.9343 2.0361 2.5882  0.366

Atomic forces in eV per Å
Ir -1.5641 0.6538 -2.0417
N 0.0085 -0.0892 -0.0414
C 0.0037 0.4249 0.1604
C -0.0113 -0.6782 -0.2363
C 0.1585 0.6430 -0.2200
C 0.1645 -0.3124 -0.3564
C 0.0191 0.1318 0.0676
C -0.1692 -0.4695 0.1190
C -0.1622 0.3915 0.5429
C -0.1491 0.5279 0.1705
C 0.1192 -0.4083 0.0160
C -0.0840 0.2076 -0.1133
C -0.0032 0.1213 -0.0188
C 0.2326 -0.2506 0.2597
N -0.2959 1.8642 0.0873
C -0.0424 -0.4380 -0.3566
C 0.1382 0.1060 0.1140
C 0.0071 0.0650 0.0573
C -0.1972 -0.1535 -0.2002
N 0.8264 0.8551 0.6944
H -0.0135 -0.0940 0.0083
H -0.0316 0.0374 0.0197
H 0.0310 0.0531 0.0033
H 0.0084 -0.0615 -0.0539
H 0.0508 -0.0356 0.0584
H 0.0082 -0.0207 0.0004
H -0.0653 0.0478 -0.0853
H -0.0673 0.0068 -0.0592
H 0.0058 -0.0243 -0.0271
H 0.0741 0.0163 0.0239
O 0.1193 -0.1177 0.0030
C -0.2049 0.2522 -0.0783
C 0.1016 -0.0993 0.0495
C 0.1125 -0.0691 -0.0927
C -0.2307 -0.0181 0.0782
N 0.4106 -1.1716 1.4369
C -0.1019 0.1115 -0.1122
C -0.0221 -0.0230 -0.0796
C 0.1150 0.2301 -0.1579
C 0.1322 -0.0659 0.0494
C -0.1485 -0.0093 -0.0091
C 0.3151 0.0498 -0.0291
O -0.1513 0.0064 0.0246
C -0.1382 0.2265 -0.0627
C 0.2963 -0.2737 0.1526
N -1.2560 -1.3338 1.3662
H -0.0256 0.0143 -0.0073
H 0.0073 -0.0425 0.0374
H 0.0106 -0.0823 0.0422
H 0.0001 0.0234 0.0342
H -0.0091 0.0664 0.0168
H 0.0182 -0.0066 -0.0111
H -0.0538 0.0577 0.0593
H -0.0735 -0.0246 0.0236
H 0.0028 -0.0604 0.0145
H 0.0307 0.0069 0.0073
H -0.0028 -0.0354 0.0334
H -0.0516 0.0135 0.0111
O 1.0457 0.0535 -0.3997
H 0.0910 -0.1077 -0.1215
H -0.0230 -0.0034 0.0029
C -0.3227 -0.5028 -0.1751
N 0.0610 0.9975 -0.0840
C 0.2993 -0.4816 -0.2004
N -0.5609 0.2269 0.5433
C 0.0670 -0.0850 -0.7193
N 0.7308 0.2121 0.8834
C -0.2046 -0.5049 -0.6197
P 0.9665 0.5311 0.2327
C -0.0570 -0.4834 -0.3649
C -0.2733 -0.5418 -0.4108
H -0.0186 -0.0039 -0.0119
H -0.0001 0.0066 -0.0016
H 0.0048 0.0387 0.0043
H -0.0072 -0.0334 0.0098
H 0.0011 0.0014 -0.0040
H -0.0466 -0.0030 -0.0126
H 0.0766 0.0254 0.0285
H 0.0238 -0.0574 0.0315
H 0.0308 0.0273 0.0083
H -0.0152 -0.0075 -0.0340
H -0.0379 -0.0134 -0.0326
H -0.0340 -0.0344 0.0547


No. 4
Density functional theory data (the ωB97M-V functional and the def2-TZVPD basis) for a 2-piece molecular cluster, C5H11OS overall.

The value obtained for the HOMO energy (alpha / beta) is -8.56 / -8.56 eV. The frontier orbital gap (alpha / beta) is 9.3 / 6.2 eV. As for the LUMO energy (alpha / beta): 0.768 / -2.406 eV. The spin multiplicity is 2. The calculation puts the energy above the lowest of the compared OMol25 structures with the same formula, charge and spin at 24.8 kJ/mol.

Last column: natural (NBO) charge in e.
Element x y z (Å)
C 1.8760 0.1543 -2.2107  -0.615
C 2.7284 0.2894 -0.9493  -0.592
S 1.8021 0.8061 0.4883  0.142
H 1.3177 1.0772 -2.3746  0.212
H 1.1214 -0.6204 -2.0454  0.218
H 2.4753 -0.0596 -3.0905  0.225
H 3.4887 1.0618 -1.1230  0.211
H 3.2904 -0.6112 -0.6911  0.237
C -2.9061 0.5829 1.7073  -0.629
C -2.0249 -0.6115 1.5505  -0.264
C -1.1514 -0.7002 0.5463  0.130
O -0.1869 -1.6530 0.4070  -0.727
H -2.5859 1.1267 2.6015  0.211
H -2.8490 1.2511 0.8478  0.208
H -3.9612 0.3397 1.8587  0.210
H -2.0222 -1.3734 2.3219  0.205
H -1.0859 0.1260 -0.1688  0.143
H 0.6733 -1.1861 0.3243  0.475

Atomic forces in eV per Å
C -0.6806 -0.1993 0.7057
C 1.0182 0.9841 -0.4345
S -0.0449 -0.0768 0.1480
H 0.1419 0.0565 -0.1158
H 0.1289 -0.0924 -0.2944
H 0.0760 -0.0955 0.0146
H -0.0562 -0.2031 -0.0366
H -0.2752 -0.2152 -0.0416
C -0.2899 0.0074 0.2494
C 0.5124 -0.2757 -0.6093
C 0.0356 0.9439 0.5206
O 0.1821 -0.4573 -0.0129
H -0.0885 0.1315 -0.0856
H 0.1051 0.0007 0.0183
H 0.0609 -0.1185 -0.0366
H -0.0370 -0.0274 -0.0097
H -0.1585 -0.2212 -0.0477
H -0.6302 -0.1414 0.0680


Question: Which value of energy above the lowest of the compared OMol25 structures with the same formula, charge and spin does entry 1 give?
Answer: 95.3 kJ/mol


Question: What is the energy above the lowest of the compared OMol25 structures with the same formula, charge and spin in the third record?
Answer: 177.5 kJ/mol


Question: Among the records above, which one has the highest energy above the lowest of the compared OMol25 structures with the same formula, charge and spin?
Answer: C3H3NO3